1.
Density functional theory data (wB97M-V/def2-TZVPD) for a 2-piece molecular cluster, C4H7NO overall in a non-equilibrium geometry.

Each atom is followed by the atoms it is bonded to, with distances in Å.
Element x y z (Å)
1 C -0.962 -0.818 -0.254  C2 1.328, N5 1.189
2 C -0.419 -1.949 0.183  C1 1.328, H7 1.107, H8 1.146
3 C 3.086 0.480 0.279  O6 1.218, H9 1.065, H10 1.063
4 C -2.142 1.240 -0.354  N5 1.456, H11 1.090, H12 1.119, H13 1.098
5 N -1.179 0.230 -0.770  C1 1.189, C4 1.456
6 O 2.601 -0.024 -0.717  C3 1.218
7 H 0.100 -2.003 1.159  C2 1.107
8 H -0.490 -2.997 -0.273  C2 1.146
9 H 2.470 1.083 0.904  C3 1.065
10 H 4.062 0.375 0.687  C3 1.063
11 H -2.678 1.473 -1.274  C4 1.090
12 H -1.441 1.940 0.167  C4 1.119
13 H -3.008 0.969 0.264  C4 1.098

Computed properties:
- HOMO energy (spin up / spin down) (eV) = -6.716 / -8.439
- <S²> = 2.006
- largest force on an atom (eV/A) = 4.7
- ΔE to the lowest compared entry with this formula, charge and spin (kcal per mole) = 35.2
- Kohn-Sham gap (spin up / spin down) (eV) = 7.558 / 6.291
- multiplicity = 3

***

2.
Density functional theory data (wB97M-V/def2-TZVPD) for C5H5Cl in the gas phase in a non-equilibrium geometry.

Each atom is followed by the atoms it is bonded to, with distances in Å.
Element x y z (Å)
1 C -2.147 1.928 1.482  C2 1.811, H7 1.135, H8 1.087
2 C -1.276 0.621 0.580  C1 1.811, C3 1.346
3 C -0.669 -0.415 -0.027  C2 1.346, C4 1.343
4 C -0.049 -1.567 -0.332  C3 1.343, C5 1.489, Cl6 1.743
5 C 1.308 -1.598 -0.945  C4 1.489, H9 1.087, H10 1.189, H11 1.050
6 Cl -1.175 -2.890 -0.466  C4 1.743
7 H -1.465 2.829 1.379  C1 1.135
8 H -3.231 2.007 1.517  C1 1.087
9 H 1.513 -2.233 -1.804  C5 1.087
10 H 2.031 -2.210 -0.228  C5 1.189
11 H 1.573 -0.606 -1.165  C5 1.050

Computed properties:
- HOMO energy (spin up / spin down) (eV) = -9.332 / -7.960
- SMILES string = C=C=C=C(C)Cl
- largest force on an atom (eV/A) = 7.0
- ΔE to the lowest compared entry with this formula, charge and spin (kcal per mole) = 137.9
- Kohn-Sham gap (spin up / spin down) (eV) = 8.760 / 7.264

***

3.
Density functional theory data (wB97M-V/def2-TZVPD) for a 3-piece molecular cluster, C2H11NO2S overall in a non-equilibrium geometry.

Each atom is followed by the atoms it is bonded to, with distances in Å.
Element x y z (Å)
1 N -1.005 0.745 0.367  C2 1.605, H5 1.037, H6 1.014
2 C 0.352 0.374 -0.403  N1 1.605, C3 1.481, H7 1.067, H8 1.118
3 C 1.066 -0.609 0.445  C2 1.481, S4 1.824, H9 1.091, H10 1.114
4 S 2.430 -1.375 -0.491  C3 1.824, H11 1.377
5 H -0.835 1.214 1.277  N1 1.037
6 H -1.464 1.531 -0.079  N1 1.014
7 H 0.878 1.297 -0.502  C2 1.067
8 H 0.012 0.065 -1.422  C2 1.118
9 H 1.540 -0.279 1.371  C3 1.091
10 H 0.405 -1.477 0.671  C3 1.114
11 H 3.400 -1.141 0.456  S4 1.377
12 O -3.119 -0.911 -4.081  H13 0.964, H14 0.961
13 H -2.489 -1.370 -3.515  O12 0.964
14 H -3.590 -1.577 -4.589  O12 0.961
15 O 0.647 1.430 3.228  H16 0.964, H17 0.964
16 H 0.286 1.125 4.069  O15 0.964
17 H 1.487 0.958 3.198  O15 0.964

Computed properties:
- HOMO energy (eV) = -9.048
- SMILES string = NCCS.O.O
- largest force on an atom (eV/A) = 4.2
- ΔE to the lowest compared entry with this formula, charge and spin (kcal per mole) = 22.9
- Kohn-Sham gap (eV) = 9.488

***

What did the second record say?
Density functional theory data (wB97M-V/def2-TZVPD) for C5H5Cl in the gas phase in a non-equilibrium geometry.

Each atom is followed by the atoms it is bonded to, with distances in Å.
Element x y z (Å)
1 C -2.147 1.928 1.482  C2 1.811, H7 1.135, H8 1.087
2 C -1.276 0.621 0.580  C1 1.811, C3 1.346
3 C -0.669 -0.415 -0.027  C2 1.346, C4 1.343
4 C -0.049 -1.567 -0.332  C3 1.343, C5 1.489, Cl6 1.743
5 C 1.308 -1.598 -0.945  C4 1.489, H9 1.087, H10 1.189, H11 1.050
6 Cl -1.175 -2.890 -0.466  C4 1.743
7 H -1.465 2.829 1.379  C1 1.135
8 H -3.231 2.007 1.517  C1 1.087
9 H 1.513 -2.233 -1.804  C5 1.087
10 H 2.031 -2.210 -0.228  C5 1.189
11 H 1.573 -0.606 -1.165  C5 1.050

Computed properties:
- HOMO energy (spin up / spin down) (eV) = -9.332 / -7.960
- SMILES string = C=C=C=C(C)Cl
- largest force on an atom (eV/A) = 7.0
- ΔE to the lowest compared entry with this formula, charge and spin (kcal per mole) = 137.9
- Kohn-Sham gap (spin up / spin down) (eV) = 8.760 / 7.264